(1)
A molecular structure, C36H30N10O3PTeYb at a distorted geometry, computed with ωB97M-V/def2-TZVPD.

Output
* orbital gap (alpha / beta): 5.1 / 5.0 eV
* multiplicity: 2
* LUMO (alpha / beta): -1.362 / -1.464 eV
* energy relative to the best compared isomer or geometry (same formula, charge and spin): 0.0 kJ/mol

Atoms and positions in Å:
Yb -0.1706 -0.0882 0.1634
C -1.2096 5.2749 4.3349
C -1.2946 4.2978 5.3294
C -1.2627 2.9225 5.0019
C -1.1514 2.5838 3.6770
C -0.9232 1.2895 3.0190
N -1.1917 0.1055 3.6168
C -1.5592 -0.9683 3.0283
C -1.9210 -2.2142 3.7146
C -2.2098 -2.4218 5.0336
C -2.8418 -3.6700 5.3951
C -3.2361 -4.5818 4.3868
C -2.9531 -4.3357 3.0333
C -2.3349 -3.0824 2.7248
C -2.1465 -2.3762 1.4756
N -2.4095 -2.9640 0.2728
C -2.2815 -2.3453 -0.8688
N -1.7223 -1.1266 -1.1241
C -1.7220 -0.8417 -2.4825
N -1.4010 0.2554 -3.0769
C -1.0309 1.4067 -2.4354
N -1.0234 1.6113 -1.0706
C -0.5483 2.8809 -0.8576
N -0.4529 3.4905 0.3276
C -0.6147 2.8467 1.4666
N -0.5783 1.5011 1.7312
C -0.9905 3.5719 2.6740
C -0.9882 4.8885 3.0425
C -0.1742 3.5157 -2.1371
C 0.4995 4.7279 -2.4944
C 0.7062 4.9833 -3.8548
C 0.3298 4.0252 -4.8451
C -0.3018 2.8953 -4.4683
C -0.5663 2.6006 -3.1396
C -2.2568 -2.0367 -3.1698
C -2.3410 -2.4136 -4.4732
C -2.9804 -3.6208 -4.7557
C -3.2906 -4.5349 -3.7786
C -3.0262 -4.2268 -2.4220
C -2.6311 -2.9444 -2.1534
N -1.6785 -1.1600 1.6326
H -1.1333 6.3082 4.5268
H -1.2161 4.5913 6.3632
H -1.2648 2.1936 5.8012
H -1.8721 -1.7032 5.7290
H -3.1387 -3.9253 6.3889
H -3.7264 -5.4526 4.8109
H -3.2341 -5.0524 2.2823
H -0.8516 5.6324 2.2914
H 0.7660 5.4511 -1.7216
H 1.2687 5.8802 -4.1818
H 0.6592 4.0846 -5.8399
H -0.5613 2.0813 -5.1957
H -1.8839 -1.8059 -5.2277
H -2.9531 -3.9831 -5.8058
H -3.5486 -5.5510 -4.0313
H -3.1516 -5.0194 -1.6535
N 2.3891 0.4205 2.4837
N 1.5086 -0.6642 2.0638
H 1.7714 1.2000 2.7570
H 2.7322 0.7480 1.6034
H 1.1145 -0.9900 2.9303
H 2.1305 -1.4481 1.7976
C 5.7721 0.3261 1.0313
C 5.1121 0.2101 -0.3000
O 4.1576 -0.9280 -0.2032
P 2.7745 -0.7664 -0.9445
O 1.9816 0.4115 -0.3667
Te 1.5636 -2.7836 -0.7796
O 3.1491 -0.3176 -2.4032
C 3.6268 -1.3091 -3.3797
C 2.4863 -1.6836 -4.2780
H 6.6076 1.0512 0.8855
H 6.1368 -0.5946 1.3847
H 5.1383 0.8071 1.7671
H 5.8492 -0.1055 -1.0358
H 4.6074 1.1641 -0.6013
H 3.9814 -2.1984 -2.8420
H 4.4439 -0.8146 -3.9692
H 1.6993 -2.2682 -3.8330
H 2.9515 -2.1992 -5.1711
H 2.0374 -0.7183 -4.6076

(2)
A molecular structure, C27H40BrIN4O3RhS2Si, computed with ωB97M-V/def2-TZVPD.

Output
* total charge: +1
* orbital gap (alpha / beta): 7.9 / 5.1 eV
* multiplicity: 5
* LUMO (alpha / beta): -2.008 / -4.992 eV
* energy relative to the best compared isomer or geometry (same formula, charge and spin): 119.7 kJ/mol

Atoms and positions in Å:
Rh 0.0964 -0.8711 -0.6054
O 4.5136 -3.7967 0.7944
C 4.9894 -2.8589 -0.0391
C 6.3774 -2.7286 -0.1122
C 6.9499 -1.7865 -0.9384
C 6.1528 -0.9458 -1.7153
C 4.7830 -1.0651 -1.6380
C 4.1714 -2.0090 -0.8053
C 2.6975 -2.0659 -0.7514
O 2.0310 -1.1178 -1.3328
N 2.1371 -3.0476 -0.0940
N 0.7334 -2.9922 -0.0759
C 0.2178 -4.1692 -0.0079
S 1.2211 -5.6002 0.0526
C -0.1517 -6.7719 -0.1016
C -1.3675 -6.1675 0.5683
S -1.5100 -4.4569 -0.0089
H 3.5367 -3.7846 0.7260
H 6.9805 -3.3911 0.4945
H 8.0287 -1.7063 -0.9859
H 6.6039 -0.2173 -2.3754
H 4.1495 -0.4325 -2.2451
H 0.1516 -7.6988 0.3836
H -0.3397 -6.9679 -1.1562
H -1.2669 -6.1768 1.6525
H -2.2856 -6.6820 0.2871
C -4.6967 -2.1117 0.0900
N -3.7680 -1.9744 1.2017
C -2.4805 -1.6498 1.0071
N -1.6684 -1.6346 2.0995
O -2.0778 -1.3289 -0.1326
H -5.6735 -2.3644 0.4939
H -4.3786 -2.8983 -0.5948
H -4.7715 -1.1774 -0.4618
H -4.0564 -2.2829 2.1124
H -1.9698 -2.0843 2.9476
H -0.6812 -1.6580 1.9195
Br -3.1389 4.7045 -2.1666
C -4.7594 4.2095 -1.3249
C -5.5751 5.2307 -0.8557
C -6.7737 4.9261 -0.2337
C -7.1592 3.6027 -0.0783
C -6.3444 2.5844 -0.5442
C -5.1402 2.8826 -1.1723
I -3.9631 1.2998 -1.8374
H -5.2653 6.2588 -0.9819
H -7.4061 5.7266 0.1266
H -8.0973 3.3594 0.4027
H -6.6452 1.5519 -0.4275
C -1.0639 2.3612 0.9409
Si 0.3910 1.2741 0.5034
C 1.8173 1.5552 1.7172
C 3.0021 0.6159 1.4780
C 2.2902 3.0045 1.8470
C 1.1476 1.1358 3.0480
C 0.9500 2.3469 -1.5572
C 0.6722 3.7918 -1.2837
C 2.3830 1.9744 -1.7519
C -0.0431 1.6501 -2.4395
H -0.7672 3.3710 1.2298
H -1.5656 1.8994 1.7983
H -1.7948 2.4125 0.1328
H 3.5498 0.8451 0.5630
H 2.6848 -0.4289 1.4177
H 3.7046 0.6964 2.3131
H 2.7741 3.3667 0.9386
H 3.0297 3.0751 2.6506
H 1.4734 3.6857 2.0967
H 0.8235 0.0904 3.0344
H 0.2959 1.7623 3.3192
H 1.8884 1.2262 3.8479
H 1.2843 4.1936 -0.4758
H -0.3783 3.9906 -1.0858
H 0.9470 4.3495 -2.1914
H 3.0417 2.4534 -1.0293
H 2.6765 2.3468 -2.7454
H 2.5360 0.8962 -1.7475
H -1.0597 2.0086 -2.2893
H -0.0373 0.5484 -2.3538
H 0.2362 1.8368 -3.4856

(3)
7 unconnected molecules or ions with the total composition C18H32O24S5 at a distorted geometry, computed with ωB97M-V/def2-TZVPD.

Output
* total charge: +1
* orbital gap (alpha / beta): 7.9 / 2.6 eV
* multiplicity: 2
* LUMO (alpha / beta): -4.436 / -9.735 eV

Atoms and positions in Å:
O 2.2428 2.7134 -4.2501
C 2.1823 1.5370 -4.5220
O 1.1535 0.9773 -5.2688
C 1.3153 -0.4084 -5.2682
C 2.8110 -0.6400 -4.9926
C 3.1989 0.4763 -4.1331
H 0.9930 -0.7373 -6.2561
H 0.6785 -0.8205 -4.4855
H 3.5397 -0.7982 -5.7876
H 2.9944 -1.5660 -4.4476
H 4.1865 0.8337 -4.4249
H 3.0232 0.3114 -3.0701
O -0.5048 -2.0101 2.0305
C -0.6214 -1.4987 0.9394
O -0.0787 -2.1131 -0.1614
C -0.3187 -1.3887 -1.3621
C -0.6353 0.0149 -0.8471
C -1.0983 -0.0804 0.6075
H -1.1717 -1.8548 -1.8553
H 0.5388 -1.1507 -1.9915
H -1.4989 0.4090 -1.3829
H 0.1987 0.6970 -1.0121
H -2.1817 0.0227 0.6684
H -0.6196 0.6570 1.2518
C 2.4199 -2.4138 3.9398
C 1.2236 -2.5053 4.8897
O 1.6221 -1.9636 6.1675
S 3.2489 -1.8833 6.3207
O 3.7388 -2.7020 7.3786
O 3.6440 -0.4648 6.2181
O 3.4985 -2.6113 4.8358
H 2.4382 -1.4495 3.4319
H 2.4948 -3.2617 3.2591
H 0.8584 -3.5310 4.8385
H 0.3753 -1.9728 4.4596
C -4.5318 -2.5802 0.8577
C -5.6239 -2.1079 -0.0447
O -5.4853 -3.0065 -1.0877
S -3.8906 -3.1720 -1.4835
O -3.4514 -2.1718 -2.4278
O -3.5345 -4.5641 -1.6521
O -3.4163 -2.5488 0.0697
H -4.6483 -3.6042 1.2124
H -4.3501 -1.9413 1.7219
H -5.4806 -1.1119 -0.4638
H -6.6191 -2.1723 0.3952
C 4.0683 -2.5537 0.5078
C 3.6921 -2.5453 -0.9668
O 2.9268 -1.3609 -1.1642
S 3.4683 -0.1286 -0.1491
O 2.4074 0.3813 0.7141
O 4.2690 0.9233 -0.8103
O 4.4097 -1.1618 0.7256
H 4.9130 -3.2299 0.6397
H 3.1976 -2.7719 1.1262
H 3.2308 -3.4651 -1.3263
H 4.6032 -2.3889 -1.5444
C 1.5434 3.5637 0.3190
C 0.5724 4.1965 1.3173
O -0.4822 4.6421 0.5415
S -0.3289 4.5136 -1.1380
O 0.3923 5.6878 -1.7510
O -1.5078 3.9121 -1.7315
O 0.7927 3.3506 -0.8256
H 2.1605 2.7152 0.6147
H 2.2341 4.3875 0.1391
H 1.0860 5.0299 1.7965
H 0.1729 3.6035 2.1400
C -3.7264 4.1045 0.7922
C -3.0341 2.9811 1.5110
O -3.9739 1.8811 1.4067
S -4.8810 1.9942 0.0269
O -6.1411 1.2676 0.2579
O -4.0424 1.5983 -1.1080
O -4.9426 3.6160 0.2217
H -3.0695 4.4691 0.0025
H -3.9567 4.9756 1.4056
H -2.7771 3.2729 2.5293
H -2.1349 2.6959 0.9649